# 1
# C33H41N4O6S5SbTi

C33H41N4O6S5SbTi as an isolated structure (ωB97M-V/def2-TZVPD, OMol25).

The geometry in XYZ format:
```
91
Properties=species:S:1:pos:R:3
Sb -1.7230 1.6051 -0.2019
Ti 3.6977 0.6061 0.2096
S 2.1350 2.6425 0.9400
S 5.9796 0.4841 -0.6168
S 5.6837 0.4212 -2.6820
S 4.9533 0.0204 2.0422
S 4.2704 0.8605 3.7799
O 1.8096 3.2468 2.1954
O 3.6259 2.6249 0.6394
O 3.3229 0.8865 -1.6371
O 1.9367 1.0886 0.9950
O 1.4019 3.1566 -0.1974
O 0.3833 -0.4212 -0.4779
N 3.2439 -1.6126 -0.3176
N 1.2240 -2.3685 2.1692
N 4.2894 2.7919 -2.5704
N 3.3646 1.0911 -3.9316
C -1.9393 -0.2783 -2.6521
C -4.3816 -1.8499 0.9100
C 4.0973 -3.8454 -0.2260
C 1.8036 -1.7711 5.5360
C 2.0696 -2.9427 4.5846
C -5.5275 4.1192 -0.5249
C -3.7374 3.1636 1.3119
C -3.5776 -2.5194 1.8218
C 2.0204 -3.4067 -1.2875
C 1.1019 -1.1008 -1.4786
C -4.4623 3.3306 -0.9668
C -4.8036 3.9349 1.7451
C -2.3188 -2.0229 2.1180
C 4.0557 1.3620 -2.6797
C -5.7095 4.4210 0.8135
C -1.2230 0.1586 -4.8965
C -0.7424 3.3211 -2.8632
C -4.3727 3.0587 -2.4467
C -3.9539 -0.6820 0.2803
C -1.8821 -0.8604 1.4972
C -0.9237 1.4621 -4.5319
C -1.7353 -0.7184 -3.9527
C 3.5686 -3.2549 4.5159
C 1.5918 -2.5727 3.2388
C 1.2888 -4.1880 5.0246
C -2.6776 -0.1798 0.5737
C 2.1721 -2.0556 -0.9902
C 4.1761 -2.4935 0.0547
C -1.1335 1.9180 -3.2326
C 2.9896 -4.3146 -0.9070
C -4.8928 0.0073 -0.6763
C -3.5447 2.8324 -0.0345
C -1.6612 1.0350 -2.2823
H -2.3038 -0.9758 -1.9064
H 1.5416 -0.3933 -2.1885
H -3.9341 -3.4297 2.2904
H 2.8792 -5.3682 -1.1357
H -1.9564 -1.7457 -4.2195
H 4.1296 -2.3603 4.2443
H 3.7774 3.1224 -1.7566
H 3.9014 -3.5871 5.5034
H 2.1597 -2.0402 6.5334
H -6.2336 4.4963 -1.2589
H -3.6761 2.2580 -2.6763
H -5.3533 2.7856 -2.8438
H -4.9190 4.1606 2.7984
H -4.0370 3.9496 -2.9844
H 0.2261 3.3213 -2.3580
H -0.6787 3.9547 -3.7489
H -1.6612 -2.5377 2.8072
H -1.4637 3.7751 -2.1769
H 1.4623 -5.0211 4.3414
H 1.6226 -4.4811 6.0223
H -3.0258 2.8057 2.0516
H -5.6732 -0.6794 -1.0099
H -1.0357 -0.1757 -5.9102
H 3.8559 1.5615 -4.6819
H -0.4926 2.1390 -5.2609
H 2.3461 -0.8880 5.1940
H -4.3674 0.3808 -1.5549
H 0.3683 -1.7101 -2.0084
H 3.3797 0.0920 -4.1070
H -6.5482 5.0324 1.1256
H 3.7664 -4.0504 3.7933
H 0.7352 -1.5493 5.5902
H 0.9693 0.1971 0.0100
H -5.3735 0.8646 -0.1990
H 0.2163 -3.9868 5.0617
H 5.0153 -2.0845 0.5989
H 1.1303 -3.7281 -1.8112
H 4.8929 -4.5024 0.0975
H 5.2709 2.9554 -2.3896
H -5.3671 -2.2405 0.6755
H -0.8798 -0.5082 1.7132
```

* charge: -2
* E_HOMO (spin up / spin down): -0.82 / -0.82 eV
* orbital gap (spin up / spin down): 4.83 / 4.83 eV
* E_tot: -136967.4598 eV
* relative energy (zero: lowest compared OMol25 entry of this formula, charge and spin): 21.9 kcal/mol

# 2
# C4H7NO

A 2-piece molecular cluster, C4H7NO overall (ωB97M-V/def2-TZVPD, OMol25).

The geometry in XYZ format:
```
13
Properties=species:S:1:pos:R:3
O 1.1498 1.4379 -1.8075
N 0.6662 -1.3708 3.2148
C -0.3741 -0.6691 -0.0152
C 0.5493 -0.7258 2.2627
C 0.3852 0.0857 1.0486
C -1.5294 -0.2587 -0.5274
H 1.4014 1.2020 -2.7079
H -2.0387 -0.8349 -1.2947
H 0.2919 1.0137 -1.6753
H -2.0096 0.6558 -0.1823
H 1.3745 0.3691 0.6692
H 0.0827 -1.5962 -0.3581
H -0.1416 1.0080 1.3172
```

* E_HOMO: -10.81 eV
* structure (SMILES): C=CCC#N.O
* orbital gap: 11.48 eV
* E_tot: -7798.0599 eV
* relative energy (zero: lowest compared OMol25 entry of this formula, charge and spin): 36.5 kcal/mol

# 3
# C5H7NO

One molecule with the formula C5H7NO (ωB97M-V/def2-TZVPD, OMol25).

The geometry in XYZ format:
```
14
Properties=species:S:1:pos:R:3
O 1.0495 -0.6049 -1.8257
N -0.0055 0.7535 1.3793
C -0.1519 1.3641 -1.1488
C 0.1672 -1.7830 0.8278
C 0.5485 0.0658 -0.9622
C -0.9337 0.8248 0.2993
C 0.0331 -0.3441 0.3986
H 1.2440 -2.0037 0.8760
H -0.2602 -2.4650 0.0870
H -0.2652 -1.9852 1.8090
H -1.9572 1.1373 0.3623
H -0.6597 1.2929 -2.1390
H 0.5169 2.2503 -1.2393
H 0.6743 1.4972 1.2757
```

* E_HOMO: -9.23 eV
* structure (SMILES): C[C@]12N[C@H]1CC2=O
* orbital gap: 10.19 eV
* E_tot: -8833.3048 eV
* relative energy (zero: lowest compared OMol25 entry of this formula, charge and spin): 66.8 kcal/mol

# 4
# C22H34EuN3O2S4Se

C22H34EuN3O2S4Se as an isolated structure (ωB97M-V/def2-TZVPD, OMol25).

The geometry in XYZ format:
```
67
Properties=species:S:1:pos:R:3
Eu -0.1867 -0.5262 -0.7691
Se -0.4473 1.5968 1.7723
S 0.3443 -2.2879 -3.2371
S 1.0641 0.9221 -3.2100
S 2.6020 0.4440 -0.2940
S 1.3935 -2.9078 -0.0818
O -4.5019 -1.0855 0.0594
O -2.3523 -1.4931 -0.6426
N -1.9968 1.1381 -1.0810
N -4.0845 -1.2477 2.6507
N -1.1451 -1.8200 2.2368
C 3.2773 -0.9437 0.6593
C -3.4648 -2.6315 2.9082
C 1.1550 -1.4667 -4.6381
C 2.1581 3.6272 4.4564
C -2.6270 3.3537 -1.4831
C -1.9923 -2.4685 3.2615
C 0.6911 2.8921 2.6789
C 1.0432 5.2898 3.0401
C -4.2775 1.6086 -1.1227
C 0.4321 4.2641 2.3412
C 2.8966 1.0110 -2.9782
C 1.5572 -3.5646 -2.8753
C 1.5707 2.6176 3.7114
C 3.1463 -2.3513 0.0980
C -1.6598 2.3512 -1.2497
C 0.7931 -0.0119 -4.7563
C 1.8489 4.9574 4.1316
C -3.2600 0.6894 -0.9560
C 1.3469 -4.1397 -1.4599
C 3.4065 0.1175 -1.8559
C -3.9277 2.9453 -1.3908
C -3.3964 -0.7444 -0.4986
H -1.9946 -1.9018 4.2568
H 4.5161 0.2062 -1.6939
H -0.2621 4.5161 1.5496
H -0.3698 -1.2934 2.7062
H 3.7198 -2.3569 -0.8610
H -0.5837 2.5567 -1.0558
H 1.3580 -4.3854 -3.5981
H 0.3788 -4.6184 -1.3469
H 0.9460 6.3481 2.7188
H 2.2431 5.7231 4.8055
H 2.2174 -1.6128 -4.5680
H -4.6731 3.6905 -1.6403
H -0.2771 0.0131 -4.9697
H -3.9964 -3.0796 3.7846
H -3.6146 -3.2909 1.9907
H 2.8239 -0.7795 1.6435
H 2.0794 -4.9471 -1.2261
H 3.3041 0.6696 -3.9188
H 4.3384 -0.7355 0.8420
H -5.2935 1.2910 -0.9435
H 0.7787 -2.0492 -5.5424
H -3.4882 -0.5197 3.0134
H 2.8104 3.4410 5.3130
H -2.3586 4.4034 -1.7375
H 2.5661 -3.2575 -2.9835
H 1.7533 1.6290 3.9881
H -5.0359 -1.2252 3.0484
H 3.6365 -3.0300 0.8130
H 3.2266 -0.9359 -2.1337
H -4.2034 -1.1507 1.5744
H -0.6971 -2.5247 1.6664
H 3.1389 2.0529 -2.7298
H 1.2848 0.5429 -5.5621
H -1.6790 -3.5246 3.3706
```

* charge: +1
* E_HOMO (spin up / spin down): -8.55 / -8.56 eV
* orbital gap (spin up / spin down): 6.38 / 6.41 eV
* E_tot: -159943.4109 eV
* spin multiplicity: 8
* relative energy (zero: lowest compared OMol25 entry of this formula, charge and spin): 47.3 kcal/mol

# 5
# C3H4N2O

One molecule with the formula C3H4N2O (ωB97M-V/def2-TZVPD, OMol25).

The geometry in XYZ format:
```
10
Properties=species:S:1:pos:R:3
O 1.9508 0.0414 -0.0022
N -1.5647 -0.5171 0.1745
N -1.1142 1.9291 -0.1308
C 0.6152 0.1717 0.0715
C -0.3220 -0.8516 0.3415
C -0.0047 1.3967 -0.3289
H 2.1825 -0.8941 -0.0534
H 0.4520 1.7771 -1.2493
H 0.0340 -1.8271 0.6992
H -2.2289 -1.2260 0.4778
```

* E_HOMO (spin up / spin down): -8.87 / -8.02 eV
* orbital gap (spin up / spin down): 8.09 / 8.23 eV
* E_tot: -8199.2346 eV
* relative energy (zero: lowest compared OMol25 entry of this formula, charge and spin): 107.3 kcal/mol

# 6
# C24H50NOP

A 2-piece molecular cluster, C24H50NOP overall (ωB97M-V/def2-TZVPD, OMol25).

The geometry in XYZ format:
```
77
Properties=species:S:1:pos:R:3
P 3.5743 -2.7946 2.5199
O 3.0109 0.4461 -4.8976
N 3.1428 1.4628 -4.0752
C 2.5398 -4.3107 2.2813
C 0.1769 1.4329 1.8329
C 2.3673 1.1489 -2.8450
C 0.7241 0.2771 2.7216
C -2.9751 0.8909 2.2840
C 3.4038 3.9397 -4.1427
C -4.7344 -3.7289 1.8384
C 1.0872 -4.2856 2.2418
C -5.3001 -2.6979 2.8641
C 2.6131 -0.2982 -2.3743
C 2.7790 2.7041 -4.8218
C -3.4417 0.0495 3.5407
C 2.5750 -1.3801 3.1903
C 0.8551 1.3508 -3.0277
C -5.4009 -1.2208 2.3544
C -0.8788 0.9929 0.7756
C -3.4566 -3.2579 1.0755
C 3.3869 2.7295 -6.2344
C 2.8477 2.0078 -1.6565
C 1.9666 -0.4443 2.0836
C 1.2589 2.8773 -4.9572
C -4.9578 -0.2708 3.5462
C 0.5079 2.6990 -3.6443
C -2.0242 0.0886 1.3238
H 0.8671 2.1531 -5.6808
H 2.9968 4.8532 -4.5812
H -0.5677 2.7533 -3.8259
H 3.2247 -0.8005 3.8712
H 3.2289 4.0144 -3.0740
H 0.5561 -4.1323 1.2890
H 3.0591 -5.2791 2.1840
H 2.4221 3.0105 -1.6447
H -2.8437 -2.5943 1.7116
H -6.3426 -3.0230 3.0846
H 4.4844 3.9617 -4.2942
H -1.6501 -0.8528 1.7657
H -3.1854 0.6605 4.4347
H -2.8801 -4.0942 0.6305
H 1.0261 1.9234 1.3094
H 0.4475 0.5583 -3.6643
H -0.0318 -0.4931 2.9697
H -5.2089 -0.8018 4.4918
H 4.5254 -3.1357 3.5307
H -2.8022 -0.8602 3.6167
H -1.3662 1.9058 0.3683
H 0.3517 1.2533 -2.0612
H 2.7450 0.3075 1.8344
H -3.8954 1.2145 1.7518
H -4.7702 -2.7855 3.8364
H -3.7943 -2.6480 0.2059
H -2.4645 1.8118 2.6391
H 1.0559 0.6986 3.6981
H -4.4536 -4.6367 2.4221
H -0.3913 0.5020 -0.0954
H -0.2393 2.1971 2.5225
H 1.7251 -1.8319 3.7453
H -5.4916 -4.0768 1.1056
H 2.2062 -1.0379 -3.0631
H 1.6769 -1.0245 1.1808
H 4.3097 -2.4312 1.3563
H 3.6823 -0.4899 -2.2513
H 0.7457 3.5187 -2.9589
H -6.4343 -0.9338 2.0903
H 3.2159 3.7042 -6.6955
H 3.9369 2.0878 -1.6404
H 4.4649 2.5604 -6.2048
H 2.5450 1.5626 -0.7052
H -4.7389 -0.9836 1.5003
H 0.5417 -4.4848 3.1759
H -2.6570 -0.2124 0.4580
H 2.9434 1.9862 -6.8968
H 1.0339 3.8620 -5.3752
H 2.1282 -0.4705 -1.4096
H -5.5849 0.6457 3.5443
```

* charge: +1
* E_HOMO (spin up / spin down): -11.25 / -10.50 eV
* orbital gap (spin up / spin down): 8.24 / 5.10 eV
* E_tot: -38512.6812 eV
* spin multiplicity: 2

# 7
# C37H43F6N2P3PdSeSi2

C37H43F6N2P3PdSeSi2 as an isolated structure (ωB97M-V/def2-TZVPD, OMol25).

The geometry in XYZ format:
```
95
Properties=species:S:1:pos:R:3
Pd -0.0503 -1.0561 0.7914
Se 0.3368 -2.8332 -1.1154
P 1.6025 1.2583 0.0270
P 0.7128 -1.9904 3.8664
P -1.5502 1.2511 -0.1371
Si -3.1689 -1.3223 -0.4372
Si 3.4859 -1.0231 -0.3480
F 0.9307 -0.4834 3.3021
F -0.8394 -1.9271 3.3210
F 2.2527 -2.0423 4.3220
F 1.1356 -2.5529 2.3635
F 0.2524 -1.4084 5.2864
F 0.4807 -3.4941 4.3582
N -1.7881 -0.2836 -0.5016
N 1.9842 -0.2795 0.1024
C -3.0085 -2.5701 0.9448
C -2.0215 2.2994 -1.5504
C 3.3072 3.0262 -3.3038
C -4.0400 3.5623 2.2130
C 1.3256 1.1919 -2.6830
C 0.5702 -6.6944 0.4668
C -3.3504 -2.1521 -2.0968
C 2.9572 4.5338 2.0748
C -0.1109 -4.5940 -0.5261
C 2.3925 3.7289 1.0982
C 3.6227 -1.3418 -2.1861
C -3.5065 1.5575 3.4238
C -4.8166 -0.4515 -0.1327
C -3.2970 2.1638 -2.1002
C -0.0127 1.4140 0.5629
C -4.1567 2.7858 3.3536
C -3.6740 2.9215 -3.1960
C 4.9394 0.1131 0.0432
C 2.4881 2.3399 1.1842
C -1.6869 -6.4157 -0.2936
C -1.3897 -5.1229 -0.7015
C 1.6145 1.4699 -4.0059
C -3.2831 3.1100 1.1363
C -0.7083 -7.2060 0.2931
C 2.6078 2.3924 -4.3186
C 3.7672 -2.5960 0.5961
C -1.5172 3.9796 -3.2113
C -2.7802 3.8272 -3.7583
C 2.0132 1.8376 -1.6504
C 3.6068 3.9523 3.1575
C 0.8647 -5.4001 0.0633
C 3.6796 2.5716 3.2624
C -2.6442 1.8769 1.1913
C -1.1439 3.2205 -2.1067
C 3.1193 1.7656 2.2804
C 3.0129 2.7492 -1.9716
C -2.7519 1.1110 2.3542
H 4.0399 4.5786 3.9276
H 2.8810 5.6113 1.9994
H -3.0737 4.4134 -4.6203
H -4.1267 -2.9235 -2.0803
H 1.3414 -7.2998 0.9271
H 4.7461 1.1657 -0.1755
H -4.5352 4.5239 2.1565
H 3.2456 -3.4301 0.1284
H -1.9856 -2.9143 1.1200
H 4.0919 3.7326 -3.5446
H 1.8573 -5.0002 0.2154
H 4.4980 -1.9687 -2.3840
H -3.9980 1.4615 -1.6692
H 5.7874 -0.2002 -0.5737
H 3.5765 3.2372 -1.1869
H -4.7425 3.1383 4.1935
H -3.6068 -3.4586 0.7242
H 1.8649 4.1870 0.2685
H -3.3721 -2.1486 1.8860
H -3.2019 3.7249 0.2487
H -3.6335 -1.4052 -2.8448
H -3.5763 0.9510 4.3176
H -5.3101 -0.1896 -1.0725
H 1.0734 0.9606 -4.7930
H -0.1611 3.3534 -1.6737
H -4.7462 0.4469 0.4807
H -0.9421 -8.2121 0.6189
H -2.1526 -4.5160 -1.1680
H 3.4035 -2.5099 1.6207
H -5.4715 -1.1522 0.3938
H 4.8374 -2.8241 0.6203
H -2.6885 -6.8047 -0.4331
H -0.8161 4.6843 -3.6406
H -4.6662 2.8061 -3.6143
H 3.7493 -0.4066 -2.7395
H -2.2291 0.1630 2.4398
H 5.2381 0.0447 1.0917
H 3.1395 0.6873 2.3794
H 2.8415 2.6071 -5.3541
H 2.7398 -1.8562 -2.5672
H 0.5639 0.4552 -2.4410
H 4.1589 2.1144 4.1185
H -2.4054 -2.5982 -2.4091
```

* charge: -1
* E_HOMO (spin up / spin down): -4.74 / -5.04 eV
* orbital gap (spin up / spin down): 7.07 / 6.03 eV
* E_tot: -170810.4822 eV
* spin multiplicity: 4
* relative energy (zero: lowest compared OMol25 entry of this formula, charge and spin): 6.1 kcal/mol

# 8
# C41H36Br2ClGeIrN4O2PS

C41H36Br2ClGeIrN4O2PS as an isolated structure (ωB97M-V/def2-TZVPD, OMol25).

The geometry in XYZ format:
```
90
Properties=species:S:1:pos:R:3
Ir 12.4117 12.3334 12.1748
Br 14.4984 11.0957 11.8695
Br 12.7806 11.8557 15.2143
Ge 17.2231 11.8882 11.8729
Cl 12.2995 12.6554 9.4624
S 14.6826 15.0649 12.4526
P 11.0928 10.4203 11.5596
O 15.6057 14.0566 12.0160
O 14.3428 16.1527 11.6449
N 11.8625 16.0674 13.1695
N 13.3293 14.1952 12.8056
N 16.8374 17.1520 17.4517
N 11.1757 13.8938 12.5400
C 7.2899 8.7999 13.4729
C 18.1541 13.8425 10.1338
C 9.7178 9.5277 9.3097
C 17.8432 9.8531 13.6401
C 16.9850 15.5838 15.6365
C 17.7951 7.7741 11.6653
C 14.6600 16.7812 14.5733
C 9.6695 9.8225 12.4778
C 17.4572 10.0976 12.3008
C 18.2048 8.5561 14.0177
C 14.1948 10.7409 15.5830
C 13.5276 7.2093 10.7819
C 9.5641 15.5816 12.7366
C 16.8747 12.7587 7.8356
C 10.6365 10.4757 9.8205
C 11.2083 11.3704 8.9237
C 10.9708 11.2940 7.5739
C 13.5220 7.5634 13.2125
C 10.5958 16.4513 13.1091
C 8.5753 10.6599 12.6978
C 16.3383 16.6643 16.3297
C 15.2891 15.6927 13.9554
C 12.6527 8.6215 13.0016
C 9.8996 14.3031 12.4659
C 13.9810 6.8564 12.1013
C 18.1685 7.5862 13.0050
C 9.5325 8.4512 12.7339
C 18.4112 14.3951 8.8827
C 15.1660 17.2354 15.7528
C 10.0790 10.3394 7.1140
C 12.1335 14.7982 12.8668
C 17.7493 13.8475 7.7777
C 12.6546 8.2816 10.5839
C 9.4239 9.4604 7.9616
C 17.2814 12.7202 10.2199
C 12.2013 9.0021 11.6885
C 16.4348 15.0983 14.4877
C 7.3910 10.1663 13.1976
C 8.3522 7.9447 13.2394
C 17.4586 9.0918 11.3079
C 16.6721 12.1538 9.0736
H 17.2333 9.3188 10.2670
H 14.9191 10.6046 14.7870
H 17.9033 15.1403 16.0284
H 13.7959 17.2541 14.1291
H 12.3328 9.1707 13.8864
H 11.4860 11.9737 6.9109
H 8.5537 15.9567 12.6518
H 14.6615 18.0696 16.2451
H 17.9366 14.3233 6.8250
H 16.9274 14.2971 13.9581
H 9.9073 10.2655 6.0472
H 19.1184 15.2047 8.7288
H 9.1617 13.5749 12.1672
H 8.6937 8.7485 7.5877
H 13.8469 6.6622 9.9044
H 10.3450 7.7699 12.5071
H 13.8092 7.3090 14.2340
H 6.5208 10.7946 13.3723
H 6.3703 8.3996 13.8663
H 17.8531 6.9281 10.9998
H 8.6349 11.7189 12.4785
H 10.4179 17.4914 13.3191
H 14.6687 6.0193 12.2290
H 18.4567 6.5830 13.2792
H 16.4297 12.3793 6.9368
H 16.0593 11.2647 9.1471
H 18.6612 14.2727 11.0066
H 8.2551 6.8860 13.4323
H 17.8809 10.6402 14.3994
H 12.3573 8.5394 9.5698
H 16.3900 17.9101 17.9457
H 14.5053 10.7224 16.6169
H 17.6681 12.6697 13.1191
H 9.2636 8.8693 10.0318
H 18.5427 8.2731 15.0127
H 17.6892 16.7908 17.8886
```

* charge: +4
* E_HOMO (spin up / spin down): -17.72 / -17.70 eV
* orbital gap (spin up / spin down): 7.01 / 3.63 eV
* E_tot: -285200.4481 eV
* spin multiplicity: 6
* relative energy (zero: lowest compared OMol25 entry of this formula, charge and spin): 0.0 kcal/mol

| no. | strongest force on any atom (eV Å⁻¹) |
| --- | --- |
| 1 | 1.294 |
| 2 | 1.069 |
| 3 | 2.936 |
| 4 | 3.314 |
| 5 | 1.998 |
| 6 | 3.048 |
| 7 | 1.101 |
| 8 | 2.006 |